Molecular formula: C22H25BO8
Method: DFT, the ωB97M-V functional and the def2-TZVPD basis

Positions of all 56 atoms, in Å:
C -6.0105 1.4495 -3.0918
O -5.6603 0.9763 -1.7867
C -4.3585 1.1326 -1.4374
C -4.0368 0.7333 -0.1274
C -2.7389 0.8612 0.3084
C -1.7388 1.3785 -0.5373
C -0.3070 1.2840 -0.0472
C 0.8837 1.3164 -0.9803
C 0.8318 0.7536 -2.2654
C 1.9572 0.6460 -3.0693
C 3.1997 1.0547 -2.5230
C 3.2622 1.6080 -1.2322
C 2.1185 1.7379 -0.4528
C 4.6832 1.8384 -0.8549
C 5.4433 1.3333 -2.0965
O 4.4219 0.8521 -3.0916
C -2.0871 1.8600 -1.7967
C -3.3816 1.7173 -2.2747
H -7.0694 1.2104 -3.1867
H -5.8235 2.5328 -3.1471
H -5.3994 0.9298 -3.8451
H -4.8235 0.3208 0.4945
H -2.4475 0.4333 1.2605
H -0.1570 1.8875 0.8633
H -0.2731 0.2682 0.2909
H -0.0993 0.2832 -2.6055
H 1.9280 0.2654 -4.0733
H 2.2180 2.0573 0.5773
H 4.8664 2.9099 -0.6649
H 4.9537 1.2682 0.0526
H 6.1122 0.4957 -1.8399
H 6.0341 2.1419 -2.5558
H -1.3257 2.2653 -2.4646
H -3.6563 2.0316 -3.2846
C 3.7768 -1.9952 1.0996
C 2.5388 -1.4554 1.7251
O 2.2117 -0.2945 1.9484
O 1.7479 -2.5589 2.0269
B 0.5303 -2.4812 2.6540
O -0.6029 -3.0182 2.0835
C -1.0370 -2.8155 0.7842
C -2.1381 -3.7992 0.5465
O -0.5653 -1.9645 0.0441
O 0.3988 -1.8297 3.8504
C -0.4943 -0.7697 4.0435
C -0.4565 -0.5236 5.5185
O -1.1027 -0.2358 3.1286
H 3.5468 -2.9994 0.7389
H 4.0885 -1.3699 0.2650
H 4.6145 -2.0523 1.8064
H -2.5530 -4.1018 1.5112
H -2.9241 -3.3947 -0.0900
H -1.7755 -4.7088 0.0545
H 0.5240 -0.8219 5.8988
H -0.6584 0.5040 5.8031
H -1.1900 -1.1482 6.0439

The net charge is 0. The energy is -1480.239804 Eh. The spin multiplicity is 1. The value obtained for the HOMO energy is -0.2693 Eh. The value obtained for the gap between HOMO and LUMO is 7.7 eV. Its LUMO energy is 0.013 Ha. Its structure (SMILES) is COc1ccc(Cc2ccc3c(c2)CCO3)cc1.CC(=O)OB(OC(C)=O)OC(C)=O.